[1]
Computed, not measured: a structure of composition C25H20AsAuP2S6, with the ωB97M-V functional and the def2-TZVPD basis.

Each line ends with the natural charge from an NBO analysis.
Cartesian coordinates (Å):
Au (0.20806, 0.31796, 0.57181)  0.974
S (-2.76247, 1.33578, -0.85262)  -0.650
P (-2.50511, -0.61181, -0.75191)  1.364
C (-0.85853, -1.09002, -0.42039)  -1.537
P (-0.14232, -2.68438, -0.35696)  1.345
S (1.78340, -2.71115, 0.03221)  -0.644
C (-1.00988, -3.72384, 0.88619)  -0.292
C (-0.54381, -3.65753, 2.19858)  -0.202
C (-1.22202, -4.30560, 3.21892)  -0.221
C (-2.36855, -5.03885, 2.94386)  -0.223
C (-2.83655, -5.11715, 1.64105)  -0.216
C (-2.16346, -4.45793, 0.62194)  -0.245
C (-0.38737, -3.54129, -1.95817)  -0.275
C (-0.44929, -4.93023, -2.04989)  -0.216
C (-0.51913, -5.55279, -3.28727)  -0.233
C (-0.50134, -4.79370, -4.45012)  -0.228
C (-0.39711, -3.41301, -4.36624)  -0.207
C (-0.33790, -2.79233, -3.12792)  -0.215
C (-3.04727, -1.38165, -2.33476)  -0.387
C (-3.58807, -2.66043, -2.42097)  -0.207
C (-3.92254, -3.21148, -3.64994)  -0.215
C (-3.72622, -2.48217, -4.81271)  -0.219
C (-3.20275, -1.19831, -4.73671)  -0.248
C (-2.87106, -0.65149, -3.50704)  -0.124
C (-3.69666, -1.28397, 0.46016)  -0.297
C (-5.03220, -1.50620, 0.12950)  -0.223
C (-5.92678, -1.95283, 1.08878)  -0.238
C (-5.49998, -2.16114, 2.39520)  -0.211
C (-4.17958, -1.91145, 2.73636)  -0.214
C (-3.28091, -1.47809, 1.77200)  -0.205
H (0.35195, -3.08341, 2.40623)  0.260
H (-0.85380, -4.23088, 4.23498)  0.210
H (-2.90031, -5.53980, 3.74452)  0.198
H (-3.73540, -5.67964, 1.41669)  0.200
H (-2.53587, -4.52727, -0.39006)  0.210
H (-0.42716, -5.52863, -1.14787)  0.220
H (-0.57598, -6.63385, -3.34375)  0.198
H (-0.55844, -5.27892, -5.41778)  0.195
H (-0.37230, -2.81229, -5.26727)  0.204
H (-0.25002, -1.71565, -3.05390)  0.241
H (-3.76700, -3.22669, -1.51771)  0.220
H (-4.33133, -4.21397, -3.69647)  0.202
H (-3.97915, -2.91223, -5.77493)  0.198
H (-3.05357, -0.61891, -5.64057)  0.200
H (-2.48029, 0.35663, -3.43134)  0.237
H (-5.37488, -1.32002, -0.88137)  0.217
H (-6.96198, -2.12925, 0.81953)  0.196
H (-6.20046, -2.50776, 3.14632)  0.194
H (-3.83853, -2.05400, 3.75402)  0.213
H (-2.25305, -1.27021, 2.04387)  0.252
S (-0.17535, 3.33242, 4.12341)  -0.735
As (1.09755, 1.82210, 3.43499)  0.976
S (-0.11972, -0.01314, 2.80764)  -0.425
S (1.63287, 2.04180, 1.27152)  -0.630
S (2.70867, 1.22071, 4.62980)  -0.743

For the maximum force, the calculation gives 0.24 eV/Å. The value obtained for the HOMO-LUMO gap is 5.71 eV. As for the energy relative to the best compared isomer or geometry (same formula, charge and spin): 1.11 kcal/mol. Its charge is -2. For the LUMO energy, the calculation gives 3.7046 eV.

[2]
Computed, not measured: the ion H2N3O2S with charge -1 in a non-equilibrium geometry, with the ωB97M-V functional and the def2-TZVPD basis.

Each line ends with the natural charge from an NBO analysis.
Cartesian coordinates (Å):
N (1.33694, -0.01866, -0.34045)  -0.697
N (-0.02193, -0.72140, 0.00634)  0.340
O (-0.02139, -1.94184, 0.04959)  -0.485
N (-1.02238, 0.17236, 0.15184)  0.045
O (-2.17151, -0.44006, 0.18306)  -0.569
S (-0.85272, 1.81071, 0.05602)  -0.326
H (1.70894, 0.22433, 0.50169)  0.331
H (1.04406, 0.91455, -0.60810)  0.363

For the maximum force, the calculation gives 5.85 eV/Å. The value obtained for the HOMO-LUMO gap (alpha / beta) is 7.10 / 7.08 eV. As for the energy relative to the best compared isomer or geometry (same formula, charge and spin): 60.28 kcal/mol. Its SMILES is NN([O-])[N+]([O-])=S. Its charge is -1. For the LUMO energy (alpha / beta), the calculation gives 3.9311 / 3.9316 eV.

- The lowest energy relative to the best compared isomer or geometry (same formula, charge and spin) belongs to which entry?
  C25H20AsAuP2S6

- Among the records above, which one has the highest maximum force?
  H2N3O2S

- Look up the energy relative to the best compared isomer or geometry (same formula, charge and spin) of the second one.
  60.28 kcal/mol

Copy entry 2 word for word.
Computed, not measured: the ion H2N3O2S with charge -1 in a non-equilibrium geometry, with the ωB97M-V functional and the def2-TZVPD basis.

Each line ends with the natural charge from an NBO analysis.
Cartesian coordinates (Å):
N (1.33694, -0.01866, -0.34045)  -0.697
N (-0.02193, -0.72140, 0.00634)  0.340
O (-0.02139, -1.94184, 0.04959)  -0.485
N (-1.02238, 0.17236, 0.15184)  0.045
O (-2.17151, -0.44006, 0.18306)  -0.569
S (-0.85272, 1.81071, 0.05602)  -0.326
H (1.70894, 0.22433, 0.50169)  0.331
H (1.04406, 0.91455, -0.60810)  0.363

For the maximum force, the calculation gives 5.85 eV/Å. The value obtained for the HOMO-LUMO gap (alpha / beta) is 7.10 / 7.08 eV. As for the energy relative to the best compared isomer or geometry (same formula, charge and spin): 60.28 kcal/mol. Its SMILES is NN([O-])[N+]([O-])=S. Its charge is -1. For the LUMO energy (alpha / beta), the calculation gives 3.9311 / 3.9316 eV.